Entry w
Computed, not measured: a molecular structure, C2H8N2O3, with ωB97M-V/def2-TZVPD.

Charge: 0
LUMO level (eV): 0.91
Spin multiplicity: 1
HOMO level (hartree): -0.3404

Element x y z (Å)
1 C -0.162 -0.964 -0.394
2 H 0.646 2.239 -0.241
3 H 2.049 -1.645 1.842
4 H -0.709 0.063 1.570
5 N 0.843 1.258 -0.408
6 H -2.127 0.324 -1.315
7 N -1.131 0.423 -1.465
8 H -1.042 -1.591 -0.342
9 O 1.559 -0.848 1.602
10 O 0.236 -1.367 1.312
11 H -0.892 1.150 -2.126
12 H 1.525 0.948 0.280
13 C -0.360 0.505 -0.212
14 O -1.095 0.768 0.930
15 H 0.662 -1.264 -1.034

Mulliken atomic charge list, values in e, 4 entries:
1 C -0.516
2 H 0.266
3 H 0.312
4 H 0.505

---

Entry x
Computed, not measured: 2 unconnected molecules or ions with the total composition C2H8N2O3, with ωB97M-V/def2-TZVPD.

Charge: 0
LUMO level (eV): 0.08
Spin multiplicity: 1
HOMO level (hartree): -0.3569

Element x y z (Å)
1 H 1.407 1.988 0.970
2 O -2.403 -0.037 0.173
3 H -2.178 -0.664 -1.745
4 O -0.068 0.050 1.401
5 O 1.746 -0.523 0.124
6 H -0.111 0.046 -0.639
7 C -2.064 0.130 -0.985
8 N 0.985 1.664 0.107
9 H 1.068 -2.007 1.231
10 H 0.819 -2.195 -0.392
11 H -1.911 1.145 -1.400
12 C 0.610 0.300 0.240
13 H 1.639 1.787 -0.658
14 N 1.498 -1.901 0.311
15 H -1.037 0.216 1.262

Mulliken atomic charge list, values in e, 4 entries:
1 H 0.255
2 O -0.525
3 H 0.278
4 O -0.543

---

Result of the stability comparison: entry w is the least stable of them.

---

Entry w
Computed, not measured: a molecular structure, C4H6S2, with ωB97M-V/def2-TZVPD.

Charge: 0
LUMO level (eV): -0.48
Spin multiplicity: 1
HOMO level (hartree): -0.2945

Element x y z (Å)
1 S 2.976 -0.479 0.319
2 H -1.431 0.836 -0.825
3 H -1.418 0.963 0.960
4 H -0.372 -1.597 -0.756
5 H -1.781 -1.334 0.115
6 C -0.779 -1.018 0.060
7 H 2.383 0.860 -1.605
8 C 0.486 1.263 -0.087
9 C 2.070 0.340 -0.652
10 S 1.135 2.688 0.383
11 H -0.166 -1.245 0.934
12 C -0.818 0.537 -0.032

Mulliken atomic charge list, values in e, 4 entries:
1 S -0.178
2 H 0.299
3 H 0.233
4 H 0.336

---

Entry x
Computed, not measured: C4H6S2 in the gas phase, with ωB97M-V/def2-TZVPD.

Charge: 0
LUMO level (eV): -0.08
Spin multiplicity: 1
HOMO level (hartree): -0.3170

Element x y z (Å)
1 C 1.134 0.360 0.204
2 H 0.718 1.281 0.645
3 S -0.037 -0.865 -0.033
4 H -1.612 -0.103 1.610
5 H -2.686 -0.780 -1.217
6 C -1.542 -0.068 0.566
7 H -1.567 1.470 -1.067
8 H -3.720 -0.395 0.219
9 H -2.563 1.874 0.382
10 C -2.758 -0.224 -0.292
11 S 2.723 0.211 -0.105
12 C -2.090 1.119 -0.205

Mulliken atomic charge list, values in e, 4 entries:
1 C -0.214
2 H 0.295
3 S -0.064
4 H 0.464

---

Entry y
Computed, not measured: C4H6S2 in the gas phase, with ωB97M-V/def2-TZVPD.

Charge: 0
LUMO level (eV): -0.12
Spin multiplicity: 1
HOMO level (hartree): -0.3164

Element x y z (Å)
1 C -1.824 -0.974 -0.085
2 H 0.458 1.863 0.172
3 H -2.025 1.190 -0.043
4 C -1.258 0.487 0.015
5 C 0.023 0.814 -0.002
6 H -2.616 -1.224 -0.815
7 S 1.153 -0.484 0.152
8 H 2.548 1.372 -0.115
9 C 2.633 0.326 0.026
10 H -2.154 -1.398 0.995
11 S 4.051 -0.386 -0.035
12 H -0.987 -1.585 -0.264

Mulliken atomic charge list, values in e, 4 entries:
1 C -1.027
2 H 0.275
3 H 0.363
4 C -0.205

---

Result of the stability comparison: entry w is the least stable of them.